1.
12
Properties=species:S:1:pos:R:3:lowdin_charge:R:1 method="wB97M-V/def2-TZVPD" total_charge=+1 orbital_gap_ev=9.9 lumo_energy_ev=-4.8
C 1.06 -1.75 0.36 0.068
C 1.18 -0.46 0.06 -0.587
C 0.07 0.56 0.09 -0.344
N -1.17 0.14 -0.21 0.228
N 0.44 1.78 0.38 0.212
Cl 2.81 0.24 -0.14 0.710
H 1.85 -2.46 0.59 0.103
H -0.02 -2.04 0.42 0.097
H -1.38 -0.82 -0.52 0.157
H -1.79 0.91 -0.03 0.138
H 1.37 2.01 0.53 0.062
H 0.10 2.70 0.20 0.157


2.
51
Properties=species:S:1:pos:R:3:lowdin_charge:R:1 method="wB97M-V/def2-TZVPD" total_charge=-1 orbital_gap_ev=6.6 lumo_energy_ev=1.7
Cs -0.46 -0.59 0.23 1.427
O -3.66 0.52 -0.95 -0.079
C -4.59 0.78 0.08 -0.243
C -4.44 -0.20 1.23 -0.187
N -3.08 -0.19 1.78 -0.233
C -2.80 -1.44 2.50 -0.140
C -2.59 -2.64 1.54 -0.760
O -3.62 -3.18 1.08 -0.051
O -1.39 -2.95 1.30 -0.264
C -2.89 0.95 2.68 -0.127
C -1.42 1.31 3.00 -0.718
O -1.13 1.49 4.19 -0.037
O -0.64 1.44 2.01 -0.290
H -2.85 0.27 -0.49 -0.025
H -5.59 0.69 -0.35 0.113
H -4.48 1.82 0.43 0.102
H -4.63 -1.21 0.86 0.110
H -5.18 0.01 2.01 0.127
H -3.62 -1.66 3.20 0.123
H -1.89 -1.29 3.08 0.114
H -3.42 0.78 3.63 0.119
H -3.33 1.84 2.22 0.114
C 2.12 -4.12 -3.33 -0.033
N 2.83 -2.91 -2.96 -0.154
C 4.19 -2.78 -3.44 -0.059
C 2.14 -1.90 -2.36 -0.420
O 0.97 -1.99 -2.04 -0.014
C 2.93 -0.63 -2.05 -0.141
O 2.01 0.34 -1.63 -0.181
C 2.58 1.38 -0.87 -0.128
C 1.44 2.36 -0.56 -0.475
O 0.52 2.44 -1.35 0.050
N 1.53 3.11 0.56 -0.136
C 0.43 4.01 0.90 -0.039
C 2.45 2.86 1.65 -0.046
H 2.68 -4.99 -3.00 0.088
H 1.99 -4.18 -4.42 0.093
H 1.14 -4.11 -2.86 0.091
H 4.67 -3.76 -3.40 0.087
H 4.77 -2.11 -2.81 0.079
H 4.24 -2.42 -4.47 0.095
H 3.49 -0.28 -2.92 0.133
H 3.66 -0.86 -1.26 0.139
H 3.35 1.92 -1.45 0.142
H 3.05 0.97 0.02 0.115
H -0.35 3.90 0.15 0.088
H 0.79 5.04 0.92 0.087
H 0.03 3.71 1.86 0.083
H 3.41 2.49 1.30 0.075
H 2.01 2.15 2.37 0.098
H 2.64 3.80 2.17 0.089


3.
98
Properties=species:S:1:pos:R:3:lowdin_charge:R:1 method="wB97M-V/def2-TZVPD" total_charge=+2 spin_multiplicity=2 orbital_gap_ev="7.2 / 6.8" s_squared=0.754 lumo_energy_ev="-6.5 / -7.1"
Ta 0.23 0.17 -0.48 1.891
O 1.27 1.36 -1.48 -0.251
C 1.73 2.63 -1.57 -0.248
C 2.96 2.89 -2.15 0.015
C 3.36 4.21 -2.29 -0.014
C 2.57 5.26 -1.85 -0.038
C 1.37 4.98 -1.22 0.001
C 0.94 3.66 -1.07 -0.130
C -0.21 3.39 -0.24 -0.026
N -0.67 2.24 0.11 -0.072
C -1.72 2.27 1.14 -0.164
C -1.40 1.21 2.19 -0.194
N -0.20 0.46 1.79 -0.085
C 0.61 0.24 2.77 -0.079
C 1.89 -0.38 2.74 -0.212
C 2.58 -0.62 3.94 -0.055
C 3.83 -1.19 3.92 -0.058
C 4.42 -1.49 2.69 -0.018
C 3.77 -1.24 1.49 0.010
C 2.50 -0.69 1.53 -0.317
O 1.82 -0.38 0.41 -0.283
H 3.59 2.08 -2.48 0.117
H 4.32 4.42 -2.75 0.126
H 2.89 6.28 -1.97 0.122
H 0.76 5.79 -0.83 0.128
H -0.68 4.28 0.18 0.147
H -2.69 2.08 0.69 0.076
H -1.77 3.26 1.59 0.130
H -2.23 0.51 2.32 0.038
H -1.23 1.68 3.16 0.128
H 0.29 0.57 3.76 0.148
H 2.11 -0.37 4.89 0.122
H 4.37 -1.38 4.84 0.123
H 5.41 -1.93 2.67 0.127
H 4.24 -1.46 0.55 0.105
C 2.53 -3.20 -3.58 -0.162
Si 2.14 -2.27 -2.00 0.424
C 3.58 -1.05 -1.95 -0.174
C 2.31 -3.53 -0.63 -0.168
C 0.37 -1.42 -2.00 -0.553
Si -1.01 -2.79 -2.24 0.414
C -0.50 -4.13 -3.45 -0.171
C -1.51 -3.86 -0.78 -0.231
C -2.62 -2.04 -2.84 -0.177
Si 0.31 -0.53 -3.69 0.476
C -0.25 -1.44 -5.23 -0.156
C 1.82 0.36 -4.34 -0.144
C -1.08 0.71 -3.32 -0.296
C -1.77 1.38 -4.33 -0.035
C -2.96 2.03 -4.05 -0.011
C -3.46 1.95 -2.76 -0.016
C -2.71 1.30 -1.80 -0.169
N -1.52 0.73 -2.05 -0.072
H 3.62 -3.31 -3.57 0.055
H 2.29 -2.67 -4.50 0.019
H 2.10 -4.19 -3.63 0.030
H 4.45 -1.61 -1.61 0.047
H 3.48 -0.17 -1.31 0.013
H 3.81 -0.72 -2.96 0.031
H 3.23 -4.09 -0.81 0.058
H 1.49 -4.25 -0.63 0.023
H 2.37 -3.10 0.37 -0.026
H 0.11 -4.88 -2.95 0.044
H 0.00 -3.84 -4.37 0.014
H -1.44 -4.63 -3.73 0.057
H -0.70 -4.45 -0.37 0.006
H -2.23 -4.56 -1.23 0.055
H -2.02 -3.36 0.04 -0.064
H -2.57 -1.47 -3.77 0.024
H -3.07 -1.40 -2.09 -0.026
H -3.31 -2.87 -3.01 0.058
H 0.54 -2.07 -5.61 0.040
H -0.42 -0.67 -6.00 0.050
H -1.16 -2.03 -5.17 0.030
H 1.45 1.08 -5.08 0.058
H 2.48 -0.33 -4.87 0.050
H 2.40 0.91 -3.61 -0.012
H -1.38 1.37 -5.34 0.115
H -3.51 2.55 -4.82 0.127
H -4.42 2.37 -2.49 0.122
H -3.09 1.20 -0.80 0.031
Cl -0.09 -2.77 1.77 0.254
Ge 1.15 -3.66 3.34 -0.057
Cl 1.02 -5.77 3.09 0.160
Cl 0.22 -3.05 5.18 0.140
C -4.74 -2.20 -0.20 -0.291
As -3.43 -1.10 0.75 1.047
C -4.72 0.28 1.30 -0.298
C -3.40 -2.11 2.43 -0.318
H -5.54 -2.46 0.50 0.042
H -4.27 -3.11 -0.56 0.016
H -5.15 -1.65 -1.04 0.036
H -5.60 -0.21 1.71 0.040
H -5.03 0.87 0.44 0.026
H -4.33 0.95 2.06 0.023
H -3.05 -3.12 2.23 0.015
H -2.72 -1.65 3.15 0.009
H -4.40 -2.15 2.84 0.040